# C12H19NO2

C12H19NO2 in the gas phase in a non-equilibrium geometry (ωB97M-V/def2-TZVPD, OMol25).

Element x y z (Å)
C 2.387888 1.742600 1.716656
O 1.446403 0.693644 1.591735
C 0.131360 1.029227 1.325196
C -0.744479 1.024706 2.565461
O 0.022154 2.184607 0.588329
N -0.448630 -0.244090 0.309419
C -0.207635 0.038399 -1.043262
C -1.292125 -0.006717 -1.920413
C -1.142603 0.349169 -3.246931
C 0.090177 0.766211 -3.720475
C 1.176321 0.801869 -2.862313
C 1.033970 0.438514 -1.536335
C -0.344174 -1.588965 0.837041
C 0.232620 -2.568799 -0.186062
C -1.736913 -2.067612 1.274522
H 2.285375 2.249101 2.682996
H 2.283943 2.472127 0.911893
H 3.365837 1.265333 1.660448
H -1.791814 1.096394 2.288129
H -0.574739 0.121722 3.141091
H -0.471546 1.887719 3.171811
H -0.872361 2.232269 0.233851
H -2.256421 -0.314405 -1.542020
H -1.994991 0.319463 -3.911210
H 0.202020 1.065589 -4.752100
H 2.143728 1.110922 -3.233358
H 1.881733 0.466990 -0.869596
H 0.321830 -1.567814 1.708495
H -0.434083 -2.655121 -1.041754
H 1.204740 -2.232608 -0.536302
H 0.344605 -3.550735 0.268065
H -2.145157 -1.424195 2.046937
H -1.684240 -3.084220 1.657402
H -2.412794 -2.051295 0.422650

Atoms 1-3, force components in eV/Å:
C 0.1 0.2 0.1
O -0.2 0.2 -0.1
C -1.3 -3.1 -1.8

Calculated values
Max |F|, eV Å⁻¹: 3.91
HOMO level, eV: -8.01
Frontier orbital gap, eV: 8.8091
Energy above the lowest of the compared OMol25 structures with the same formula, charge and spin, kcal per mole: 24.69